Entry from the Open Molecules 2025 dataset: one molecule with the formula C4H8O4S in a non-equilibrium geometry (ωB97M-V with the def2-TZVPD basis set).

Each line ends with the natural charge from an NBO analysis.
Cartesian coordinates (Å):
C 0.553 1.079 1.333  0.35
C 1.127 -0.436 -0.614  -0.62
C -1.319 -0.105 0.144  -0.60
C 0.067 0.579 -0.042  -0.26
O 1.605 3.655 2.712  -0.88
O 1.151 3.944 0.362  -0.87
O 1.766 1.645 1.240  -0.67
O -0.220 2.263 1.657  -0.67
S 1.106 3.118 1.480  2.52
H 0.607 0.268 2.117  0.19
H 1.391 -1.423 0.112  0.21
H 1.983 0.277 -0.622  0.22
H 0.964 -0.755 -1.652  0.23
H -1.296 -0.788 1.006  0.21
H -1.555 -0.856 -0.665  0.22
H -2.024 0.592 0.221  0.21
H 0.076 1.407 -0.685  0.22

## Properties
- energy relative to the best compared isomer or geometry (same formula, charge and spin) (kJ/mol) = 126.9
- E_tot (hartree) = -856.28686
- E_LUMO (eV) = 0.839
- total charge = 0
- 2S+1 = 1